{
  "formula": "C8H22IN2O3V",
  "method": "ωB97M-V/def2-TZVPD",
  "e_homo_ev": [-8.43, -8.45],
  "molar_mass_g_mol": 372.1,
  "total_charge": 0,
  "e_lumo_ev": [-2.1, -2.2],
  "spin_multiplicity": 3,
  "species": ["O", "V", "I", "C", "C", "C", "O", "C", "N", "H", "H", "H", "H", "H", "H", "H", "H", "H", "H", "H", "C", "C", "C", "O", "C", "N", "H", "H", "H", "H", "H", "H", "H", "H", "H", "H", "H"],
  "coordinates": [[3.23417, -3.04406, 0.57060], [1.92334, -3.91651, 0.76299], [0.42638, -1.46645, -0.08201], [3.80206, 0.65119, -3.09471], [2.36862, 1.24332, -2.92951], [2.12438, 2.53402, -3.78674], [3.14398, 3.46807, -3.87473], [3.42369, 4.30245, -2.77287], [1.36171, 0.27112, -3.38361], [3.98934, -0.15372, -2.38397], [4.54932, 1.43526, -2.97259], [4.05895, 0.26359, -4.08053], [2.10830, 1.39229, -1.88158], [1.18266, 2.98547, -3.47455], [2.12775, 2.28292, -4.84742], [4.13456, 3.85507, -2.07816], [2.55518, 4.72804, -2.27020], [4.13424, 5.03501, -3.15570], [1.25159, -0.55869, -2.81847], [0.47529, 0.74450, -3.48505], [-3.18048, -2.74578, 4.53408], [-2.54359, -2.63124, 3.11908], [-2.90672, -1.22279, 2.40935], [-4.25923, -0.88384, 2.49272], [-4.62813, 0.45434, 2.19407], [-1.07696, -2.94857, 3.13754], [-2.96960, -2.05449, 5.35001], [-2.90562, -3.70364, 4.97575], [-4.26392, -2.70933, 4.42038], [-3.08027, -3.42627, 2.60140], [-2.50795, -1.26045, 1.39561], [-2.30193, -0.53219, 2.99705], [-4.15879, 1.28193, 2.72595], [-5.68355, 0.50178, 2.46229], [-4.49275, 0.79284, 1.16684], [-0.72691, -2.28383, 3.81259], [-0.68909, -2.68134, 2.24410]],
  "atomic_forces_ev_per_a": [[-1.1, -1.9, 0.5], [0.8, 3.3, -0.8], [0.3, -1.4, 0.4], [-0.3, 0.7, 0.1], [0.2, -0.8, -0.7], [0.5, -1.1, -0.2], [0.8, 1.0, 0.8], [1.5, -0.2, -0.3], [0.1, 0.3, -1.2], [-0.1, 0.1, 0.1], [0.0, 0.1, 0.5], [-0.7, -0.1, -0.2], [0.8, 0.7, 0.3], [-0.3, 0.2, 0.0], [-1.0, -0.8, 0.1], [-0.6, -0.8, 0.7], [0.0, 0.0, -0.1], [-0.7, 0.8, -0.3], [0.1, 0.3, 0.3], [-0.2, -0.3, 0.1], [0.0, -0.3, -0.1], [-1.2, 0.6, 0.3], [1.5, -1.3, 1.3], [-0.1, 0.1, 0.0], [-0.6, 0.2, 0.0], [-1.6, 0.5, 0.2], [0.5, 0.7, -0.5], [-0.1, -0.3, -0.3], [0.0, -0.1, -0.1], [0.3, 0.0, -0.5], [-0.2, 0.1, -0.3], [0.1, 0.6, -0.1], [0.6, -0.5, 0.8], [0.0, 0.1, -0.3], [-0.1, -0.7, -0.5], [0.6, 0.1, 0.1], [0.1, 0.3, -0.3]]
}